Density functional theory data (ωB97M-V/def2-TZVPD) for a molecular structure, C43H72BN7O4PbS4Si at a distorted geometry.

Summary:
- HOMO-LUMO gap (hartree) = 0.2528
- charge = 0
- energy above the lowest of the compared OMol25 structures with the same formula, charge and spin (kJ/mol) = 48.0
- F_max (Eh/bohr) = 0.024
- HOMO energy (eV) = -7.06
- molecular weight (Da) = 1125.5

Structure (XYZ):
```
133
Properties=species:S:1:pos:R:3:forces:R:3:lowdin_charge:R:1
Pb -2.0279 0.5867 0.9985 0.777 0.424 0.879 0.924
C 2.4655 -1.4940 3.6974 0.041 -0.072 -0.042 -0.074
C 2.8478 -1.6034 2.2594 0.531 0.063 -0.056 -0.248
C 4.1393 -1.6665 1.8266 -0.481 0.046 -0.015 0.059
C 4.3993 -1.6829 0.4348 -0.250 0.027 0.183 -0.216
N 3.4361 -1.4767 -0.4202 0.824 0.038 -0.661 0.187
N 2.1890 -1.3977 -0.0249 -0.175 0.082 1.081 0.006
B 1.0743 -0.8690 -0.9916 0.388 -0.393 -0.357 -0.725
N 0.1188 -2.1203 -1.1302 -1.050 -0.286 -0.455 0.011
N 0.8929 -3.1890 -1.1548 0.491 -0.512 -0.068 0.163
C 0.4195 -4.3921 -1.2772 -0.313 0.038 -0.030 -0.202
C -0.9656 -4.5976 -1.4500 0.048 0.583 0.078 0.070
C -1.7899 -3.5059 -1.4560 0.363 -0.448 0.027 -0.242
C -3.2614 -3.6695 -1.6148 -0.007 0.053 -0.030 -0.072
C -1.2193 -2.2072 -1.2653 0.060 0.077 -0.045 -0.583
S -2.2845 -0.8676 -1.2624 -0.015 -0.048 -0.425 0.626
C 1.3965 -5.5408 -1.1486 0.218 -0.112 0.054 -0.536
C 0.9589 -6.3854 0.0569 0.022 0.138 -0.139 -0.035
C 2.8042 -5.0029 -0.8909 -0.230 -0.070 -0.055 -0.045
C 1.3841 -6.3889 -2.4253 0.004 0.145 0.183 -0.029
N 1.5241 -0.4835 -2.4213 -0.231 0.899 -0.033 0.037
N 2.2701 -1.3317 -3.1175 0.480 -1.018 -0.373 0.172
C 2.6630 -1.0451 -4.3217 -0.152 0.061 0.246 -0.217
C 2.3663 0.2144 -4.9149 -0.390 0.422 0.436 0.051
C 1.5522 1.0766 -4.2536 0.533 -0.261 -0.380 -0.256
C 1.1365 2.3993 -4.7970 0.063 -0.027 -0.106 -0.090
C 1.0438 0.6789 -2.9696 -0.470 0.302 0.289 -0.593
S -0.1227 1.6039 -2.2272 -0.289 0.412 -0.718 0.796
C 3.4275 -2.0840 -5.1157 0.095 -0.223 -0.036 -0.545
C 3.4604 -3.4168 -4.3735 0.006 0.229 -0.081 -0.054
C 2.7299 -2.2824 -6.4676 0.041 0.018 0.154 -0.042
C 4.8594 -1.5894 -5.3451 -0.133 -0.046 0.035 -0.030
C 1.8162 -1.5952 1.2740 -0.023 -0.183 -0.114 -0.624
S 0.2155 -1.8195 1.7289 -0.484 -0.192 0.424 0.705
C 5.8088 -1.8652 -0.0900 0.187 0.078 -0.143 -0.544
C 6.6007 -0.5764 0.1733 -0.079 -0.139 -0.042 -0.036
C 5.7787 -2.1420 -1.5932 -0.019 0.127 0.252 -0.059
C 6.4692 -3.0477 0.6330 -0.111 0.140 -0.086 -0.041
H 3.3411 -1.4934 4.3399 0.124 -0.020 0.038 0.079
H 1.9077 -0.5676 3.8448 -0.043 -0.011 0.032 0.079
H 1.7982 -2.3093 3.9721 0.009 -0.007 0.074 0.062
H 4.9527 -1.6678 2.5371 0.064 -0.046 0.059 0.120
H -1.3727 -5.5931 -1.5510 -0.031 -0.065 -0.025 0.123
H -3.5083 -4.7178 -1.7623 -0.052 -0.053 -0.021 0.082
H -3.7761 -3.2933 -0.7320 -0.088 0.019 0.023 0.071
H -3.6090 -3.0824 -2.4628 -0.128 0.003 -0.030 0.080
H 0.8531 -5.7482 0.9330 -0.013 0.014 0.134 0.091
H 0.0093 -6.8810 -0.1293 -0.133 -0.089 0.028 0.078
H 1.7057 -7.1460 0.2703 0.076 -0.123 0.005 0.087
H 2.8190 -4.4363 0.0357 0.090 0.121 0.140 0.080
H 3.5106 -5.8266 -0.8105 0.049 -0.134 -0.019 0.090
H 3.1061 -4.3401 -1.6941 0.129 0.117 -0.050 0.056
H 0.3881 -6.7704 -2.6352 -0.132 -0.085 -0.070 0.078
H 1.7152 -5.7984 -3.2763 0.038 0.028 -0.120 0.073
H 2.0551 -7.2379 -2.3119 0.063 -0.091 -0.002 0.089
H 2.7644 0.4839 -5.8816 0.028 -0.034 -0.101 0.118
H 1.6377 2.6189 -5.7353 0.093 -0.037 -0.112 0.078
H 0.0584 2.4122 -4.9485 -0.047 0.050 -0.005 0.074
H 1.3561 3.1793 -4.0707 -0.024 0.084 0.027 0.074
H 2.4499 -3.7910 -4.2285 -0.101 -0.077 0.063 0.072
H 4.0321 -4.1471 -4.9436 0.055 -0.065 -0.076 0.092
H 3.9173 -3.2846 -3.3998 0.038 -0.067 0.133 0.044
H 1.7023 -2.6068 -6.3183 -0.135 -0.032 -0.023 0.092
H 2.7186 -1.3662 -7.0515 -0.018 0.076 -0.125 0.074
H 3.2488 -3.0431 -7.0463 0.073 -0.090 -0.062 0.086
H 5.3849 -1.5052 -4.3982 0.105 0.041 0.114 0.070
H 5.3997 -2.2908 -5.9771 0.074 -0.074 -0.087 0.088
H 4.8679 -0.6165 -5.8306 0.047 0.123 -0.083 0.081
H 6.1055 0.2682 -0.3030 0.011 0.096 -0.029 0.093
H 6.6815 -0.3739 1.2398 0.002 0.066 0.104 0.080
H 7.6073 -0.6672 -0.2347 0.063 0.009 0.008 0.084
H 5.1157 -1.4339 -2.0817 0.008 0.015 -0.156 0.063
H 6.7787 -2.0585 -2.0137 0.126 -0.033 -0.014 0.089
H 5.4059 -3.1457 -1.7749 -0.099 -0.138 -0.116 0.072
H 6.5933 -2.8585 1.6976 0.042 0.008 0.069 0.074
H 5.8608 -3.9441 0.5168 0.007 -0.107 -0.016 0.085
H 7.4543 -3.2367 0.2103 0.084 -0.028 -0.042 0.088
C -0.6855 2.1103 4.3308 -0.181 0.272 -0.300 -0.025
C -1.1441 3.3340 3.5293 0.676 0.161 0.557 -0.635
C -1.6231 4.4412 4.4688 -0.032 -0.278 -0.190 -0.018
C -0.0018 3.8375 2.6492 -0.285 -0.107 0.022 -0.018
O -2.2136 2.8919 2.6989 -0.107 -0.057 0.136 -0.267
Si -3.2808 3.7632 1.8074 -0.238 -1.001 -0.586 -0.124
S -3.8823 2.3079 0.3768 -0.179 0.740 -0.298 0.319
O -2.5002 5.0638 1.2588 0.252 -0.045 0.028 -0.135
C -2.9108 6.2027 0.5191 0.003 0.648 -0.252 -0.638
C -3.4604 7.2406 1.4990 0.121 -0.255 -0.148 -0.020
C -3.9744 5.8284 -0.5082 0.264 -0.092 0.162 -0.039
C -1.6528 6.7294 -0.1776 -0.293 -0.184 0.171 -0.021
O -4.5413 4.3245 2.6750 0.129 0.375 -0.002 -0.134
C -5.6514 3.6519 3.2450 -0.574 -0.205 0.275 -0.645
C -6.7183 3.4573 2.1654 0.259 0.092 0.124 -0.035
C -5.2192 2.3023 3.8154 0.011 0.179 -0.011 -0.032
C -6.1833 4.5569 4.3617 0.236 -0.209 -0.266 -0.022
H 0.0980 2.3884 5.0320 0.089 0.000 0.053 0.088
H -0.3010 1.3530 3.6503 0.114 -0.125 -0.079 0.058
H -1.5211 1.6871 4.8823 -0.154 -0.030 0.153 0.079
H -0.7998 4.7860 5.0911 0.052 0.050 0.037 0.089
H -2.4218 4.0780 5.1116 -0.118 -0.039 0.110 0.082
H -2.0043 5.2735 3.8838 -0.018 0.202 -0.009 0.076
H 0.8351 4.1645 3.2632 0.093 0.018 0.050 0.092
H -0.3604 4.6647 2.0445 0.101 0.153 -0.009 0.072
H 0.3225 3.0427 1.9828 0.123 -0.023 -0.005 0.043
H -4.2755 6.7978 2.0638 -0.148 0.023 0.078 0.074
H -3.8208 8.1144 0.9621 -0.044 0.127 -0.040 0.086
H -2.6822 7.5475 2.1941 0.084 0.048 0.083 0.086
H -4.8664 5.4725 -0.0012 -0.246 -0.036 0.048 0.074
H -3.6085 5.0271 -1.1430 0.035 -0.090 -0.146 0.075
H -4.2312 6.6867 -1.1239 -0.045 0.101 -0.034 0.089
H -0.9063 7.0132 0.5611 0.065 0.031 0.077 0.083
H -1.8934 7.5957 -0.7883 -0.004 0.112 -0.076 0.084
H -1.2327 5.9496 -0.8075 0.046 -0.065 -0.115 0.089
H -6.2698 2.9730 1.3023 -0.056 -0.109 -0.056 0.025
H -7.1078 4.4206 1.8498 -0.092 0.176 -0.042 0.086
H -7.5384 2.8490 2.5359 -0.146 -0.072 0.077 0.086
H -4.9024 1.6477 3.0069 0.012 -0.149 -0.078 0.045
H -6.0348 1.8350 4.3623 -0.108 -0.050 0.031 0.092
H -4.3754 2.4424 4.4868 0.085 -0.008 0.137 0.080
H -6.3872 5.5453 3.9600 -0.055 0.131 -0.049 0.083
H -5.4459 4.6549 5.1557 0.082 0.003 0.077 0.083
H -7.1001 4.1486 4.7795 -0.110 -0.055 0.053 0.085
N 0.8214 1.2186 0.6415 0.118 -0.204 -0.304 0.104
C 0.7137 0.4400 -0.2133 0.201 0.592 0.956 -0.416
C -3.0258 -1.8119 3.6131 0.789 -0.057 0.453 -0.042
O -4.0866 -1.6989 2.6703 -0.852 0.249 -0.869 -0.078
C -3.9689 -0.8543 1.6985 -0.018 -0.324 0.343 -0.310
C -5.1332 -0.7733 0.8117 -0.331 -0.200 0.237 -0.116
H -2.2081 -2.4075 3.1979 -0.187 0.032 -0.010 0.063
H -3.4415 -2.2996 4.4937 0.024 0.050 -0.113 0.100
H -2.6447 -0.8250 3.8703 -0.043 0.025 0.008 0.083
H -5.9772 -1.4041 1.0894 -0.037 -0.052 0.008 0.091
H -4.7847 -0.9813 -0.2010 0.022 -0.137 -0.080 0.045
H -5.4035 0.2877 0.7580 -0.111 -0.062 0.123 0.023
```
Forces are in eV/Å.